{
  "formula": "C4H5NO2S2",
  "method": "the ωB97M-V functional and the def2-TZVPD basis",
  "elements": ["C", "C", "C", "C", "N", "O", "O", "S", "S", "H", "H", "H", "H", "H"],
  "positions_angstrom": [[0.750, -0.228, -0.481], [2.380, 1.464, -0.578], [-1.907, -0.311, 1.011], [-1.659, -0.524, -0.457], [1.119, 0.941, -0.585], [2.767, 2.544, -0.936], [-0.191, -0.970, -0.649], [3.044, -1.391, 0.530], [3.723, 0.359, -0.061], [-1.960, -1.358, 1.404], [-1.076, 0.313, 1.536], [-2.884, 0.153, 1.216], [-1.866, 0.315, -1.138], [-2.240, -1.309, -0.810]],
  "de_lowest_kj_mol": 300.4,
  "gap_ha": 0.2300,
  "largest_force_ev_per_a": 4.4,
  "multiplicity": 1,
  "e_homo_ev": -7.5
}

---

{
  "formula": "C6H12N3S",
  "method": "the ωB97M-V functional and the def2-TZVPD basis",
  "elements": ["C", "C", "C", "N", "C", "C", "S", "N", "N", "C", "H", "H", "H", "H", "H", "H", "H", "H", "H", "H", "H", "H"],
  "positions_angstrom": [[-1.331, -0.894, -0.961], [-1.027, -0.278, 0.431], [0.350, 0.160, 0.369], [1.601, -0.649, 0.213], [1.762, -2.118, 0.278], [2.633, 0.207, -0.118], [4.164, -0.158, -0.303], [2.080, 1.522, -0.088], [0.801, 1.367, 0.305], [-0.105, 2.558, 0.350], [-1.278, -0.042, -1.640], [-2.399, -1.330, -0.934], [-0.735, -1.759, -1.086], [-1.149, -0.991, 1.356], [-1.596, 0.550, 0.689], [1.822, -2.369, -0.795], [2.549, -2.497, 1.063], [0.877, -2.388, 0.805], [2.478, 2.275, 0.450], [-0.351, 2.782, -0.802], [0.386, 3.324, 0.996], [-1.037, 2.370, 0.767]],
  "de_lowest_kj_mol": 191.1,
  "smiles": "CCc1n(C)c(=S)[nH][n+]1C",
  "gap_ha": 0.3251,
  "largest_force_ev_per_a": 5.9,
  "multiplicity": 1,
  "total_charge": 1,
  "e_homo_ev": -12.6
}

---

{
  "formula": "C3H4Cl2O",
  "method": "the ωB97M-V functional and the def2-TZVPD basis",
  "elements": ["C", "C", "C", "O", "Cl", "Cl", "H", "H", "H", "H"],
  "positions_angstrom": [[-1.640, 0.131, 0.335], [-0.393, -0.071, 0.828], [0.718, -0.153, -0.197], [0.481, -0.164, -1.533], [1.949, -1.424, 0.332], [1.959, 1.646, 0.122], [-2.363, 0.537, 1.006], [-1.803, 0.393, -0.724], [-0.224, -0.333, 1.904], [1.315, -0.564, -2.072]],
  "de_lowest_kj_mol": 199.7,
  "smiles": "C=CC(O)(Cl)Cl",
  "gap_ha": 0.3536,
  "largest_force_ev_per_a": 3.8,
  "multiplicity": 1,
  "e_homo_ev": -10.2
}

---

{
  "formula": "C20H41FeN4P",
  "method": "the ωB97M-V functional and the def2-TZVPD basis",
  "elements": ["Fe", "N", "C", "C", "N", "C", "C", "N", "C", "C", "N", "H", "H", "H", "H", "H", "H", "H", "H", "H", "H", "H", "H", "H", "H", "H", "H", "H", "H", "C", "C", "C", "C", "P", "C", "C", "C", "C", "C", "C", "C", "C", "C", "C", "H", "H", "H", "H", "H", "H", "H", "H", "H", "H", "H", "H", "H", "H", "H", "H", "H", "H", "H", "H", "H", "H", "H"],
  "positions_angstrom": [[0.009, -0.436, 0.914], [-0.804, -2.471, 1.828], [-0.114, -2.703, 3.108], [-0.113, -1.454, 4.001], [0.322, -0.221, 3.323], [1.753, 0.053, 3.520], [2.661, -0.997, 2.881], [2.324, -1.156, 1.451], [-0.468, 0.939, 3.763], [-1.897, 0.904, 3.222], [-1.877, 0.867, 1.748], [-1.804, -2.369, 1.995], [-0.691, -3.306, 1.258], [0.900, -3.017, 2.868], [-0.589, -3.511, 3.677], [0.527, -1.658, 4.866], [-1.127, -1.312, 4.375], [1.992, 0.122, 4.590], [1.975, 1.020, 3.059], [2.552, -1.953, 3.390], [3.698, -0.673, 3.015], [2.553, -2.099, 1.152], [2.918, -0.541, 0.899], [0.021, 1.844, 3.392], [-0.499, 0.999, 4.859], [-2.429, 1.782, 3.603], [-2.428, 0.020, 3.575], [-1.743, 1.819, 1.406], [-2.792, 0.580, 1.408], [2.356, -0.733, -3.301], [0.845, -0.806, -3.108], [0.441, -2.252, -2.811], [0.106, -0.297, -4.340], [0.353, 0.185, -1.548], [-1.484, 0.232, -1.631], [-2.293, 1.230, -2.169], [-3.674, 1.121, -2.103], [-4.269, 0.027, -1.490], [-3.475, -0.982, -0.964], [-2.097, -0.876, -1.026], [1.024, 1.967, -1.525], [0.187, 2.713, -0.483], [1.031, 2.726, -2.847], [2.451, 1.854, -0.974], [2.651, -1.421, -4.091], [2.889, -1.029, -2.398], [2.681, 0.258, -3.605], [0.787, -2.900, -3.613], [-0.640, -2.356, -2.751], [0.892, -2.602, -1.880], [0.435, -0.871, -5.205], [0.317, 0.748, -4.542], [-0.969, -0.425, -4.242], [-1.864, 2.087, -2.663], [-4.289, 1.885, -2.554], [-5.343, -0.054, -1.443], [-3.932, -1.853, -0.519], [-1.477, -1.694, -0.661], [-0.849, 2.819, -0.795], [0.598, 3.709, -0.332], [0.221, 2.176, 0.476], [0.037, 2.833, -3.272], [1.677, 2.258, -3.584], [1.421, 3.728, -2.669], [2.434, 1.410, 0.024], [2.892, 2.845, -0.893], [3.100, 1.263, -1.615]],
  "de_lowest_kj_mol": 23.7,
  "gap_ha": [0.3581, 0.3214],
  "largest_force_ev_per_a": 1.3,
  "multiplicity": 5,
  "total_charge": 2,
  "e_homo_ev": [-14.7, -14.9]
}

---

{
  "formula": "C16H12N5O7",
  "method": "the ωB97M-V functional and the def2-TZVPD basis",
  "elements": ["C", "C", "C", "C", "C", "C", "C", "O", "C", "O", "N", "C", "C", "H", "H", "H", "H", "H", "H", "H", "H", "H", "H", "O", "N", "O", "C", "C", "C", "N", "O", "O", "C", "C", "N", "O", "N", "C", "H", "H"],
  "positions_angstrom": [[1.099, -3.208, 3.891], [0.161, -3.797, 3.031], [-0.755, -2.996, 2.344], [-0.770, -1.607, 2.534], [-1.856, -0.787, 1.884], [-1.493, 0.119, 0.682], [-2.788, 0.647, 0.057], [-3.143, -0.359, -0.903], [-1.990, -1.129, -1.154], [-2.056, -2.111, -1.863], [-0.931, -0.526, -0.478], [0.169, -1.018, 3.394], [1.088, -1.821, 4.085], [1.829, -3.829, 4.408], [0.137, -4.879, 2.897], [-1.477, -3.431, 1.649], [-2.635, -1.479, 1.529], [-2.295, -0.112, 2.632], [-0.832, 0.947, 0.996], [-3.619, 0.763, 0.763], [-2.590, 1.606, -0.452], [0.160, 0.067, 3.533], [1.792, -1.361, 4.780], [4.841, 1.355, -2.629], [3.986, 2.219, -2.378], [4.277, 3.406, -2.098], [2.570, 1.894, -2.383], [1.645, 2.877, -2.041], [0.258, 2.571, -1.988], [-0.691, 3.621, -1.695], [-0.288, 4.795, -1.581], [-1.905, 3.311, -1.580], [-0.226, 1.278, -2.254], [0.677, 0.313, -2.715], [0.445, -0.948, -3.197], [1.708, -1.412, -3.557], [2.726, -0.506, -3.260], [2.076, 0.573, -2.760], [1.985, 3.882, -1.809], [-1.288, 1.071, -2.318]],
  "gap_ha": 0.1945,
  "largest_force_ev_per_a": 3.0,
  "multiplicity": 1,
  "total_charge": -1,
  "e_homo_ev": -4.6
}

---

{
  "formula": "C2H4Cl2S",
  "method": "the ωB97M-V functional and the def2-TZVPD basis",
  "elements": ["C", "C", "S", "Cl", "Cl", "H", "H", "H", "H"],
  "positions_angstrom": [[0.923, -0.041, -0.536], [2.323, 0.368, -0.075], [-2.668, 0.728, 1.113], [3.057, -0.687, 1.010], [3.165, 1.599, -0.765], [1.119, -1.120, -0.497], [0.062, 0.078, 0.211], [0.673, 0.280, -1.596], [-2.211, 1.463, 0.052]],
  "de_lowest_kj_mol": 332.4,
  "gap_ha": [0.3900, 0.1774],
  "largest_force_ev_per_a": 2.5,
  "multiplicity": 1,
  "e_homo_ev": [-10.3, -7.5]
}